{"formula": "C2H4N4", "method": "ωB97M-V/def2-TZVPD", "smiles": "[H]\\N=C/C=N\\N=N\\[H]", "lumo_energy_ev": -0.33, "e_tot_ev": -8094.56550, "gap_ev": 8.76, "charge": 0, "multiplicity": 1, "e_homo_ev": -9.1, "species": ["C", "C", "N", "N", "N", "N", "H", "H", "H", "H"], "coordinates": [[-0.131, -0.630, 1.084], [0.735, -0.961, -0.194], [0.117, 1.303, 0.032], [-0.476, 0.571, 1.279], [-0.706, 2.047, -0.477], [0.245, -1.497, -1.250], [-0.335, 2.952, -0.792], [-0.759, -1.302, -1.335], [-0.500, -1.505, 1.628], [1.810, -0.976, 0.025]], "nbo_charge": [0.036, 0.074, -0.004, -0.248, -0.360, -0.595, 0.362, 0.336, 0.211, 0.188]}